No. 1
Molecular formula: C33H33N7O6Rh
Method: DFT, ωB97M-V/def2-TZVPD

Output
charge: +1
energy: -60475.4369 eV
HOMO (alpha / beta): -8.85 / -8.85 eV
gap between HOMO and LUMO (alpha / beta): 3.833 / 3.834 eV
multiplicity: 1
energy above the lowest of the compared OMol25 structures with the same formula, charge and spin: 2.831 eV

Structure (XYZ):
```
80
Properties=species:S:1:pos:R:3:forces:R:3
Rh 0.077 -0.171 -0.102 1.163 2.802 -0.996
N 0.331 0.419 2.164 -0.888 -0.083 -1.476
C 1.647 0.198 2.618 1.099 -0.282 0.417
C 1.994 0.135 3.950 -0.417 0.132 -0.563
C 3.339 0.098 4.341 0.366 -0.038 -0.115
C 4.340 0.114 3.408 -0.235 0.069 0.198
C 4.027 0.063 2.034 -0.531 0.094 -0.279
C 4.995 0.030 1.009 -0.136 -0.081 -0.285
C 4.597 -0.105 -0.295 0.089 0.104 0.299
C 3.230 -0.217 -0.581 -0.057 -0.063 -0.447
N 2.303 -0.124 0.342 -1.781 -0.535 -0.865
C 2.663 0.051 1.634 0.035 0.072 0.934
H -0.339 0.394 2.928 -0.137 -0.120 -0.338
H 0.262 1.316 1.672 0.072 0.305 0.534
H 1.229 0.159 4.714 -0.126 0.110 0.019
H 3.572 0.103 5.395 0.049 -0.013 0.043
H 5.372 0.173 3.712 0.175 -0.090 0.020
H 6.041 0.105 1.262 0.129 -0.020 0.038
H 5.308 -0.124 -1.106 0.020 -0.058 -0.053
H 2.891 -0.392 -1.593 -0.020 0.080 -0.037
O -0.603 2.448 -6.618 -0.950 2.038 -0.915
C -0.022 1.401 -6.559 0.136 -1.221 3.582
O 0.513 0.562 -7.230 0.808 -1.108 -2.071
C 0.074 0.901 -4.958 -0.284 0.743 -2.550
C -0.250 -0.403 -4.649 0.218 -0.135 1.414
C -0.133 -0.789 -3.320 -0.437 -1.011 -0.795
N 0.262 0.057 -2.376 -0.337 -0.422 2.552
C 0.554 1.312 -2.696 0.782 2.016 0.340
C 0.490 1.793 -4.001 0.087 -0.846 1.441
C 0.966 2.306 -1.555 0.695 -0.670 -3.915
O 1.626 3.271 -1.867 -0.311 -0.035 0.791
O 0.520 1.979 -0.423 -1.102 -2.343 3.545
H -0.582 -1.112 -5.393 0.132 -0.008 -0.105
H -0.357 -1.810 -3.042 -0.057 0.066 0.201
H 0.751 2.820 -4.205 -0.066 0.052 -0.064
C -6.874 -9.275 -1.770 -0.124 -0.027 0.077
C -6.022 -8.120 -2.178 0.127 0.100 -0.056
C -5.743 -7.882 -3.520 -0.005 0.082 0.160
C -4.971 -6.804 -3.905 0.200 0.218 0.166
C -4.456 -5.933 -2.948 -0.249 -0.461 0.232
N -3.716 -4.822 -3.387 -0.085 0.246 -0.392
C -2.717 -4.136 -2.775 -0.114 -0.135 -0.366
O -2.346 -3.049 -3.169 0.096 0.248 0.118
N -2.126 -4.798 -1.710 0.041 -0.326 0.112
C -1.232 -4.240 -0.821 0.145 0.139 0.274
C -0.421 -5.058 -0.030 -0.064 0.402 -0.113
C 0.432 -4.466 0.882 -0.270 0.155 0.014
C 0.460 -3.085 0.996 0.355 -0.055 0.385
N -0.316 -2.304 0.243 0.631 1.043 -0.625
C -1.142 -2.858 -0.637 -0.518 0.087 -0.315
C -4.748 -6.148 -1.602 -0.009 0.110 -0.132
C -5.517 -7.235 -1.230 -0.009 -0.150 -0.188
H -6.945 -10.008 -2.568 -0.028 -0.109 -0.015
H -7.880 -8.928 -1.536 -0.126 -0.051 0.026
H -6.476 -9.755 -0.880 0.009 -0.120 0.075
H -6.134 -8.547 -4.275 -0.047 -0.093 -0.073
H -4.761 -6.624 -4.950 0.035 -0.020 -0.118
H -3.996 -4.434 -4.279 0.158 0.124 0.167
H -2.265 -5.797 -1.650 -0.079 0.100 -0.014
H -0.465 -6.132 -0.132 0.026 -0.103 -0.026
H 1.062 -5.074 1.510 0.092 0.017 0.082
H 1.103 -2.599 1.719 0.051 0.053 -0.119
H -1.770 -2.183 -1.203 0.116 -0.070 -0.027
H -4.409 -5.451 -0.848 -0.021 0.021 0.006
H -5.743 -7.393 -0.186 -0.017 -0.013 0.111
C -4.659 -0.388 0.071 0.100 -0.324 0.198
N -4.283 0.852 -0.580 0.734 -0.266 0.193
C -5.305 1.746 -1.083 -0.211 0.541 -0.260
C -2.975 1.108 -0.696 -0.618 1.184 -0.768
C -2.531 2.354 -1.407 0.132 -0.038 0.229
O -2.155 0.306 -0.219 1.684 -1.751 0.699
H -5.736 -0.444 0.178 -0.035 0.059 -0.035
H -4.195 -0.449 1.056 -0.063 -0.012 0.026
H -4.307 -1.241 -0.510 -0.063 -0.032 -0.022
H -6.283 1.298 -0.934 0.064 -0.061 -0.007
H -5.172 1.940 -2.148 -0.050 -0.045 0.032
H -5.288 2.702 -0.554 -0.049 -0.075 -0.017
H -3.261 3.155 -1.389 -0.076 -0.019 0.012
H -2.321 2.110 -2.449 0.034 -0.035 -0.116
H -1.608 2.698 -0.944 -0.085 -0.039 -0.088
```
Forces are in eV/Å.

Here are the Mulliken charges for atoms 1 to 5, given in e: 0.414, -0.103, 0.558, -0.687, -0.815

No. 2
Molecular formula: C4H6P2
Method: DFT, ωB97M-V/def2-TZVPD

Output
energy: -22816.6706 eV
HOMO (alpha / beta): -7.41 / -8.27 eV
gap between HOMO and LUMO (alpha / beta): 6.277 / 8.451 eV
multiplicity: 1
energy above the lowest of the compared OMol25 structures with the same formula, charge and spin: 4.326 eV

Structure (XYZ):
```
12
Properties=species:S:1:pos:R:3:forces:R:3
C -1.486 -1.325 -0.336 1.308 -0.652 0.443
C -2.213 -0.254 0.089 -0.023 0.377 -0.674
C -0.266 -0.644 -0.147 4.575 -1.268 0.007
C -0.948 0.633 0.203 0.931 2.019 1.817
P 2.004 -1.121 -0.112 -4.355 0.065 -0.354
P 2.582 0.936 -0.405 -2.638 0.817 -0.303
H -1.621 -2.352 -0.622 -0.542 -0.077 -0.080
H -3.283 -0.178 0.160 -0.188 0.573 0.224
H -0.648 1.409 -0.535 -1.060 -0.328 0.100
H -0.656 1.149 1.229 -0.824 -1.353 -1.721
H 3.850 0.609 -0.480 2.788 -0.649 -0.305
H 2.686 1.137 0.957 0.028 0.477 0.848
```
Forces are in eV/Å.

Here are the natural (NBO) charges for atoms 1 to 5, given in e: -0.312, -0.139, -0.058, -0.536, 0.204

No. 3
Molecular formula: C37H20N9SeZr
Method: DFT, ωB97M-V/def2-TZVPD

Output
charge: +1
energy: -118730.8179 eV
HOMO (alpha / beta): -9.35 / -9.35 eV
gap between HOMO and LUMO (alpha / beta): 4.506 / 4.508 eV
multiplicity: 1
energy above the lowest of the compared OMol25 structures with the same formula, charge and spin: 0.105 eV

Structure (XYZ):
```
68
Properties=species:S:1:pos:R:3:forces:R:3
Zr 0.415 0.434 0.013 1.306 1.972 1.150
C -2.386 -3.279 4.812 0.326 -0.138 -0.101
C -3.455 -2.399 4.665 -0.178 0.312 -0.213
C -3.427 -1.386 3.720 -0.034 -0.037 -0.023
C -2.298 -1.280 2.922 0.618 -0.394 0.018
C -1.971 -0.418 1.805 -0.256 -0.046 0.132
N -0.734 -0.758 1.313 -0.763 -0.691 0.422
C -0.253 -1.822 2.044 0.065 -0.336 0.150
N 0.871 -2.480 1.847 0.049 -0.110 0.027
C 1.731 -2.249 0.877 -0.081 -0.299 0.273
C 2.930 -3.025 0.626 0.187 0.396 -0.548
C 3.443 -4.184 1.188 0.079 -0.028 0.070
C 4.620 -4.690 0.662 -0.296 -0.030 0.279
C 5.277 -4.058 -0.391 0.056 0.245 -0.258
C 4.757 -2.924 -0.989 0.099 -0.089 0.003
C 3.570 -2.425 -0.481 -0.446 -0.135 0.519
C 2.697 -1.364 -0.931 0.152 -0.206 -0.318
N 2.839 -0.747 -2.084 0.053 -0.035 -0.272
C 1.951 0.058 -2.623 0.297 -0.276 -0.071
N 0.808 0.532 -2.029 0.004 0.001 -0.847
C 0.216 1.437 -2.878 -0.210 0.129 -0.171
N -0.851 2.165 -2.639 -0.163 0.026 -0.155
C -1.628 2.054 -1.583 -0.117 0.031 -0.393
N -1.443 1.225 -0.503 -0.846 0.051 -0.529
C -2.598 1.201 0.239 -0.320 -0.206 0.326
N -2.806 0.479 1.321 -0.217 0.162 -0.212
C -3.581 2.069 -0.385 0.409 0.292 -0.540
C -4.924 2.319 -0.136 0.008 0.041 0.083
C -5.584 3.208 -0.969 0.037 -0.256 0.274
C -4.928 3.838 -2.025 0.259 0.036 -0.198
C -3.603 3.560 -2.317 -0.030 0.033 -0.013
C -2.941 2.657 -1.499 -0.224 -0.280 0.628
C 0.942 1.456 -4.130 0.652 -0.451 0.091
C 0.706 2.079 -5.344 0.001 0.036 0.008
C 1.574 1.807 -6.389 -0.246 0.151 0.115
C 2.651 0.937 -6.230 0.175 -0.162 0.183
C 2.902 0.316 -5.019 0.040 -0.004 -0.020
C 2.038 0.581 -3.970 -0.516 0.442 -0.040
N 1.632 -1.260 -0.072 0.326 -0.797 -0.263
C -1.214 -2.168 3.073 -0.456 0.460 -0.143
C -1.249 -3.175 4.027 -0.025 -0.080 0.008
H -2.457 -4.075 5.537 0.029 -0.038 0.106
H -4.331 -2.525 5.281 -0.065 0.013 0.086
H -4.253 -0.711 3.574 -0.153 0.075 0.067
H 2.926 -4.677 1.992 -0.052 -0.093 0.194
H 5.035 -5.597 1.070 0.052 -0.082 0.073
H 6.202 -4.474 -0.755 0.130 -0.062 -0.071
H 5.248 -2.440 -1.817 0.060 0.022 -0.136
H -5.433 1.816 0.669 -0.079 -0.004 0.147
H -6.632 3.406 -0.802 -0.074 0.059 0.025
H -5.468 4.540 -2.640 -0.069 0.060 -0.056
H -3.093 4.026 -3.146 0.006 0.015 -0.108
H -0.137 2.737 -5.462 -0.141 0.140 -0.074
H 1.403 2.271 -7.347 0.006 0.043 -0.116
H 3.299 0.736 -7.068 0.059 0.009 -0.103
H 3.725 -0.369 -4.894 0.107 -0.056 0.004
H -0.430 -3.869 4.128 0.097 -0.072 0.029
Se 1.822 2.598 0.176 -0.181 -0.166 0.347
C 1.034 2.134 1.880 0.731 0.068 0.142
C 0.195 3.015 2.566 -0.009 -0.084 0.010
C -0.198 2.672 3.851 -0.073 0.395 -0.416
N 0.124 1.527 4.430 0.021 -0.515 0.438
C 0.884 0.669 3.776 0.015 -0.136 0.142
C 1.386 0.918 2.500 0.218 0.503 -0.207
H -0.064 3.967 2.124 -0.078 -0.010 0.048
H -0.773 3.353 4.465 -0.129 0.107 -0.095
H 1.138 -0.232 4.322 0.063 -0.102 -0.146
H 2.150 0.266 2.052 -0.261 0.181 0.238
```
Forces are in eV/Å.

Here are the natural (NBO) charges for atoms 1 to 5, given in e: 2.083, -0.180, -0.183, -0.152, -0.100

No. 4
Molecular formula: C4H6O2
Method: DFT, ωB97M-V/def2-TZVPD

Output
energy: -8339.1363 eV
HOMO: -9.63 eV
SMILES string: O=C1CC(O)C1
gap between HOMO and LUMO: 10.398 eV
multiplicity: 1
energy above the lowest of the compared OMol25 structures with the same formula, charge and spin: 1.325 eV

Structure (XYZ):
```
12
Properties=species:S:1:pos:R:3:forces:R:3
O -1.302 -0.542 1.301 -0.145 -0.208 -0.183
C -0.623 0.311 0.411 0.134 0.208 -0.181
C 0.889 0.343 0.718 0.098 0.052 0.102
C 1.152 -0.077 -0.719 0.882 -0.221 -0.548
O 2.150 -0.266 -1.371 -0.725 0.263 0.534
C -0.325 -0.233 -1.036 0.007 -0.011 -0.051
H -2.164 -0.752 0.926 0.019 0.034 0.101
H -1.056 1.321 0.440 -0.008 -0.253 -0.250
H 1.187 -0.441 1.422 -0.043 0.113 -0.016
H 1.302 1.306 1.028 0.028 -0.165 -0.043
H -0.661 0.325 -1.916 -0.072 0.040 0.294
H -0.549 -1.294 -1.203 -0.174 0.148 0.240
```
Forces are in eV/Å.

Here are the natural (NBO) charges for atoms 1 to 5, given in e: -0.707, 0.102, -0.546, 0.615, -0.513

No. 5
Molecular formula: C22H26BrN2OP2Ti
Method: DFT, ωB97M-V/def2-TZVPD

Output
charge: +1
energy: -139995.9512 eV
HOMO (alpha / beta): -8.73 / -10.64 eV
gap between HOMO and LUMO (alpha / beta): 5.425 / 7.226 eV
multiplicity: 3
energy above the lowest of the compared OMol25 structures with the same formula, charge and spin: 0.783 eV

Structure (XYZ):
```
55
Properties=species:S:1:pos:R:3:forces:R:3
Ti 0.629 -0.237 0.041 0.604 0.148 -1.215
Br 2.887 4.626 4.988 -0.001 -0.012 -0.017
C 2.650 3.265 3.696 -0.202 0.049 0.121
C 3.724 2.899 2.884 0.019 -0.215 -0.215
C 3.549 1.898 1.949 0.130 0.309 0.294
C 2.318 1.259 1.796 -0.346 -0.631 -0.540
O 2.229 0.288 0.870 0.181 0.581 0.466
C 1.211 1.631 2.614 0.275 0.390 0.116
C -0.075 1.017 2.597 -0.290 -0.834 -0.552
N -0.443 0.140 1.648 0.310 0.685 0.681
C -1.450 -0.815 1.809 -0.563 -0.262 0.126
C -2.629 -0.677 2.500 0.176 0.085 -0.045
C -3.535 -1.752 2.608 -0.035 -0.017 0.016
C -3.256 -2.973 2.064 0.049 0.041 -0.020
C -2.043 -3.165 1.359 -0.137 -0.010 0.001
C -1.643 -4.415 0.834 0.061 -0.041 -0.051
C -0.436 -4.542 0.201 -0.086 0.094 0.069
C 0.362 -3.400 0.041 -0.042 0.011 -0.034
N 0.014 -2.213 0.496 -0.285 -0.235 0.196
C -1.166 -2.077 1.193 0.144 -0.162 0.135
C 1.432 2.649 3.574 0.024 0.015 0.024
H 4.681 3.389 2.995 0.007 0.002 -0.001
H 4.372 1.576 1.324 -0.015 -0.015 -0.017
H -0.754 1.214 3.420 0.049 -0.010 0.090
H -2.860 0.265 2.981 -0.023 0.013 -0.021
H -4.456 -1.601 3.154 -0.004 -0.012 0.001
H -3.938 -3.805 2.177 -0.007 0.001 0.008
H -2.294 -5.271 0.958 -0.009 0.001 0.005
H -0.092 -5.490 -0.185 -0.012 -0.016 -0.004
H 1.304 -3.458 -0.491 -0.002 0.033 0.011
H 0.616 2.941 4.222 0.002 0.006 0.012
C -0.882 -1.770 -3.076 -0.077 -0.053 -0.083
P -1.206 -0.333 -2.004 0.111 -0.015 0.456
C -2.989 -0.460 -1.662 -0.064 0.035 -0.132
C -1.042 1.081 -3.166 0.015 -0.052 -0.058
C 0.423 1.268 -3.592 -0.059 0.068 -0.006
P 1.512 1.146 -2.122 0.010 -0.131 0.250
C 1.026 2.626 -1.152 0.000 0.192 -0.006
C 3.185 1.571 -2.684 -0.014 0.088 -0.104
H -1.423 -1.687 -4.021 -0.007 -0.023 -0.003
H -1.212 -2.677 -2.566 0.018 -0.001 0.016
H 0.184 -1.869 -3.282 0.003 0.031 0.011
H -3.570 -0.617 -2.572 -0.003 0.002 0.003
H -3.340 0.447 -1.169 0.031 0.012 0.012
H -3.160 -1.296 -0.982 0.001 -0.007 -0.006
H -1.405 1.977 -2.658 -0.003 -0.022 0.036
H -1.684 0.920 -4.035 0.006 0.015 -0.007
H 0.561 2.233 -4.087 -0.005 -0.005 -0.007
H 0.717 0.495 -4.305 0.017 -0.021 0.029
H 0.838 3.484 -1.800 0.039 0.011 0.004
H 1.834 2.873 -0.461 0.001 -0.006 -0.012
H 0.124 2.467 -0.549 0.019 -0.077 -0.055
H 3.221 2.583 -3.090 0.007 -0.004 -0.006
H 3.517 0.871 -3.450 -0.012 -0.030 0.020
H 3.863 1.500 -1.834 -0.003 -0.001 0.005
```
Forces are in eV/Å.

Here are the natural (NBO) charges for atoms 1 to 5, given in e: 1.307, 0.080, -0.119, -0.189, -0.275

No. 6
Molecular formula: C4H10NO
Method: DFT, ωB97M-V/def2-TZVPD

Output
charge: -1
energy: -7847.1294 eV
HOMO: -2.34 eV
SMILES string: CCCNC[O-]
gap between HOMO and LUMO: 6.069 eV
multiplicity: 1
energy above the lowest of the compared OMol25 structures with the same formula, charge and spin: 0.407 eV

Structure (XYZ):
```
16
Properties=species:S:1:pos:R:3:forces:R:3
C -0.023 -0.161 -0.186 -0.190 0.900 -0.244
N 0.006 -1.155 0.829 0.213 -0.357 0.367
C 0.247 -2.588 0.329 0.114 0.968 -0.242
O -0.050 -3.464 1.234 -0.126 -0.644 0.235
C 0.216 1.268 0.344 -0.223 -0.654 0.455
C -0.231 2.322 -0.640 0.456 0.963 -0.376
H 0.755 -0.357 -0.921 0.276 -0.267 -0.179
H -0.957 -0.105 -0.780 -0.145 -0.223 0.012
H -0.895 -1.254 1.283 -0.054 0.178 0.141
H -0.364 -2.624 -0.626 -0.015 -0.257 -0.159
H 1.321 -2.529 -0.016 0.023 -0.154 -0.008
H 1.266 1.393 0.618 0.051 -0.042 -0.126
H -0.328 1.343 1.293 -0.049 0.176 -0.110
H 0.099 2.105 -1.661 -0.210 -0.344 -0.027
H -1.304 2.515 -0.646 -0.066 -0.297 -0.048
H 0.242 3.292 -0.455 -0.056 0.054 0.309
```
Forces are in eV/Å.

Here are the natural (NBO) charges for atoms 1 to 5, given in e: -0.211, -0.690, 0.177, -0.914, -0.402

Look up the multiplicity of the first one.
1